131
Properties=species:S:1:pos:R:3:forces:R:3 method="wB97M-V/def2-TZVPD" homo_energy_ha=-0.388 spin_multiplicity=1 gap_ev=7.3 e_lumo_ev=-3.267 energy_ev=-111551.425 total_charge=+1
C 1.471125 3.277988 1.922561 -0.611 0.137 0.428
P 0.118803 3.910687 0.879112 0.695 0.424 -0.815
O -0.485362 2.570645 0.151492 -0.497 0.319 0.319
C -1.226255 4.274739 2.146824 0.292 -0.481 0.159
C -2.590799 4.445173 1.491381 0.186 0.095 0.163
N -3.683671 4.690801 2.437664 0.092 -0.237 0.233
P -4.506676 3.079815 2.606495 0.252 -0.043 0.007
C -5.654611 3.229219 3.993798 -0.222 -0.104 -0.034
O -5.613135 3.197668 1.413062 -0.024 0.334 0.040
C -3.303828 5.280213 3.738704 -0.269 0.318 -0.649
P -4.616481 6.520041 4.240829 -0.533 0.035 0.842
O -4.145846 7.903270 3.571961 0.332 -0.113 0.004
O -5.912774 6.097595 3.421847 0.161 0.060 -0.047
S -4.894483 6.589972 6.116147 0.191 0.036 -0.244
C -1.929914 5.986162 3.880278 0.159 -0.193 1.139
O -1.326851 5.684101 5.075050 0.193 0.209 -0.427
N -0.975622 5.609295 2.720184 -0.537 0.141 -0.452
F 0.317960 5.792211 3.126323 0.105 -0.030 0.086
H 1.815654 2.321424 1.533222 0.159 0.151 -0.126
H 2.274414 4.011215 1.948598 0.111 -0.066 -0.095
H 1.135082 3.092374 2.945399 0.131 -0.087 0.025
H -1.103352 2.076354 0.700900 0.130 -0.500 0.006
H -1.240639 3.546500 2.963379 -0.109 0.041 0.071
H -2.515722 5.234954 0.733472 -0.074 -0.022 -0.062
H -2.778368 3.509112 0.960775 -0.096 0.124 -0.183
H -5.344076 3.909992 4.781514 0.053 -0.066 0.145
H -5.736532 2.225173 4.412199 0.013 0.018 0.076
H -6.638180 3.538009 3.641696 0.054 0.078 -0.030
H -5.200963 3.171879 0.544935 -0.122 -0.259 -0.242
H -3.323148 4.530194 4.535038 0.089 -0.016 0.047
H -3.918402 7.831260 2.639073 -0.180 0.189 -0.276
H -5.781057 6.087846 2.465688 -0.094 -0.186 -0.206
H -1.971420 7.073711 3.870152 -0.099 0.001 -0.263
H -1.349808 4.740027 5.255083 -0.134 -0.253 0.193
H -1.102319 6.271781 1.944074 0.222 0.131 0.060
C 3.544628 -1.734340 0.782396 -0.028 0.083 -0.030
O 3.855260 -1.906877 2.155436 -0.072 0.033 0.005
C 4.364758 -0.736962 2.768275 0.040 -0.166 -0.015
C 3.296637 0.021237 3.525563 0.061 0.101 -0.015
O 2.302757 0.558263 2.656400 -0.003 -0.226 0.054
C 1.126875 -0.227879 2.582069 -0.006 0.015 0.122
H 2.977508 -2.604183 0.455777 0.028 -0.041 0.044
H 2.939153 -0.839755 0.625168 0.018 -0.013 -0.111
H 4.451229 -1.658865 0.174109 0.001 0.035 0.020
H 4.827433 -0.079762 2.024453 0.005 0.004 -0.018
H 5.141222 -1.050406 3.471633 -0.005 0.046 0.021
H 3.759157 0.865141 4.045711 0.009 -0.013 0.002
H 2.837043 -0.628942 4.275643 -0.040 -0.014 -0.012
H 0.525899 -0.109969 3.490876 -0.027 -0.086 0.011
H 1.354599 -1.285733 2.440820 -0.019 0.002 -0.008
H 0.545628 0.121780 1.727201 0.025 0.013 -0.035
C -1.537256 -2.761404 5.004614 -0.017 0.049 -0.004
O -1.704368 -2.494428 3.622521 0.066 -0.021 0.052
C -1.107926 -3.480917 2.790061 -0.047 0.194 -0.096
C -2.130868 -4.456467 2.253594 0.015 -0.214 -0.038
O -2.711429 -5.233781 3.283826 0.038 0.122 0.107
C -4.000978 -4.789892 3.668347 -0.043 -0.076 -0.083
H -2.214368 -2.104926 5.549085 0.005 0.024 -0.008
H -1.779298 -3.798129 5.245319 0.000 -0.005 0.004
H -0.509246 -2.549896 5.320598 0.004 -0.044 0.007
H -0.321483 -4.016025 3.330423 -0.004 -0.015 0.019
H -0.643942 -2.957984 1.946743 0.018 -0.038 -0.007
H -1.628525 -5.144815 1.566285 -0.004 0.026 -0.022
H -2.904827 -3.923123 1.691693 -0.005 0.021 -0.003
H -4.736164 -5.051747 2.900347 -0.044 0.074 0.015
H -4.023696 -3.709948 3.833182 0.001 0.010 0.000
H -4.261810 -5.296123 4.595798 0.028 -0.045 -0.013
C 2.498321 1.047153 -2.004060 -0.099 0.018 0.166
O 2.717947 -0.338509 -2.131097 0.158 -0.099 0.033
C 2.082869 -0.938850 -3.250459 -0.031 -0.065 0.113
C 3.049419 -1.178277 -4.384426 -0.025 0.124 -0.231
O 3.536109 0.046064 -4.916701 -0.011 0.056 0.131
C 4.830544 0.390688 -4.462303 -0.013 -0.017 -0.036
H 3.218297 1.425067 -1.276353 0.011 0.003 0.000
H 2.637615 1.580058 -2.948386 -0.027 -0.047 -0.024
H 1.485615 1.232662 -1.621240 -0.004 0.125 -0.089
H 1.248449 -0.319146 -3.594689 0.003 0.023 -0.010
H 1.677351 -1.899709 -2.919661 -0.021 0.002 -0.025
H 2.528192 -1.706330 -5.184820 0.027 -0.046 0.005
H 3.875569 -1.812762 -4.052511 0.017 -0.007 0.014
H 5.591064 -0.237007 -4.938791 0.017 -0.012 0.035
H 4.918292 0.295472 -3.376622 0.008 0.004 0.006
H 5.009599 1.427855 -4.743651 -0.004 -0.008 -0.035
C -4.235085 -4.737811 -2.695955 -0.008 -0.026 -0.028
O -5.522351 -5.321936 -2.690728 -0.002 0.092 0.059
C -5.821466 -6.032850 -1.500887 -0.027 -0.065 -0.147
C -6.699512 -5.230607 -0.568596 0.017 -0.011 0.166
O -6.038785 -4.070359 -0.084079 0.056 0.027 -0.045
C -6.419810 -2.884275 -0.753549 -0.006 -0.012 0.029
H -4.194203 -4.047575 -3.537007 -0.005 -0.024 -0.026
H -4.038294 -4.186623 -1.772421 0.008 0.001 0.007
H -3.460937 -5.501551 -2.830173 0.017 0.012 0.035
H -4.900013 -6.326329 -0.987877 0.008 0.004 0.022
H -6.353826 -6.944388 -1.787156 0.011 -0.009 0.018
H -6.952231 -5.850473 0.296747 -0.016 0.000 -0.011
H -7.631636 -4.957117 -1.071784 -0.003 0.002 -0.026
H -7.418772 -2.562909 -0.438770 -0.014 -0.001 -0.037
H -6.410759 -3.012639 -1.838391 0.003 0.006 -0.005
H -5.701576 -2.111571 -0.481194 -0.001 0.001 0.029
C 6.294169 4.505325 -3.658629 -0.021 0.010 -0.036
O 5.128507 5.305764 -3.561081 0.065 0.001 0.093
C 4.010703 4.624194 -3.028722 -0.020 0.104 -0.144
C 3.784700 4.966823 -1.572910 -0.043 -0.189 0.175
O 4.837363 4.507591 -0.742486 0.016 0.017 -0.005
C 5.767627 5.517593 -0.389767 0.005 -0.015 -0.007
H 7.129508 5.171706 -3.862801 -0.010 0.016 -0.030
H 6.489381 3.962191 -2.730932 0.000 -0.010 0.006
H 6.204835 3.790466 -4.483414 0.006 -0.024 0.022
H 4.125147 3.541157 -3.145123 0.009 -0.006 0.022
H 3.131313 4.934705 -3.602454 -0.015 -0.037 0.009
H 2.870078 4.465360 -1.232085 -0.039 0.051 -0.058
H 3.646148 6.046689 -1.456185 0.005 0.018 -0.027
H 5.339520 6.197993 0.355081 0.002 0.027 -0.025
H 6.083690 6.094247 -1.261155 0.003 0.006 -0.001
H 6.635142 5.024280 0.043711 -0.013 -0.018 0.023
C 3.270461 -4.733844 -3.504830 -0.002 0.027 -0.020
O 2.928167 -4.362039 -4.827774 -0.026 -0.101 0.092
C 3.496479 -5.212335 -5.814341 -0.007 0.171 -0.066
C 2.499745 -6.223580 -6.331872 0.006 -0.162 -0.022
O 2.101918 -7.137715 -5.324752 0.014 0.074 0.077
C 0.840798 -6.846210 -4.754285 0.003 -0.031 -0.026
H 2.618273 -4.181544 -2.828771 0.007 0.027 -0.007
H 3.128509 -5.803444 -3.337409 0.004 -0.008 0.006
H 4.310877 -4.470532 -3.282212 0.005 -0.037 0.006
H 4.377250 -5.723906 -5.415276 0.003 -0.021 0.011
H 3.820617 -4.578736 -6.645518 0.012 -0.014 0.002
H 2.970069 -6.800938 -7.133144 -0.007 0.018 -0.013
H 1.628420 -5.710870 -6.751508 -0.007 0.023 0.002
H 0.031824 -7.100995 -5.447347 -0.015 0.036 0.000
H 0.756729 -5.791820 -4.478096 -0.004 0.005 0.003
H 0.739691 -7.457537 -3.859201 0.003 -0.030 -0.014